No. 1
ORCA calculation (the ωB97M-V functional and the def2-TZVPD basis) on a molecular structure, C2H2NO5S at a distorted geometry.

Summary:
* energy above the lowest of the compared OMol25 structures with the same formula, charge and spin: 117.2 kcal/mol
* net charge: -1

Atoms and positions in Å:
S (-1.26, -0.35, 0.09)
O (-0.90, -1.04, 1.57)
O (-2.63, -0.78, 0.04)
O (-0.41, -0.93, -0.88)
O (2.14, -1.17, -1.36)
O (0.01, 1.65, -0.47)
N (-1.01, 1.15, 0.38)
C (1.34, -0.35, -0.98)
C (1.19, 0.90, -0.57)
H (-0.57, -0.45, 2.25)
H (2.10, 1.37, -0.08)

No. 2
ORCA calculation (the ωB97M-V functional and the def2-TZVPD basis) on a gas-phase ion, C2H2NOS (charge +1) at a distorted geometry.

Summary:
* energy above the lowest of the compared OMol25 structures with the same formula, charge and spin: 51.2 kcal/mol
* net charge: +1

Atoms and positions in Å:
S (2.41, -0.29, -0.01)
O (2.13, 1.15, 0.02)
N (-0.05, -0.06, -0.01)
C (-0.39, 1.07, 0.01)
C (0.87, -1.02, -0.01)
H (-0.90, 1.91, -0.25)
H (0.69, -1.99, 0.22)

No. 3
ORCA calculation (the ωB97M-V functional and the def2-TZVPD basis) on a gas-phase ion, C2H2NOS2 (charge -1) at a distorted geometry.

Summary:
* SMILES: NC(=S)C([O-])=S
* energy above the lowest of the compared OMol25 structures with the same formula, charge and spin: 46.6 kcal/mol
* net charge: -1

Atoms and positions in Å:
S (-1.80, -2.12, 0.30)
S (-1.72, 2.50, 0.20)
O (-3.64, -0.25, -0.42)
N (-0.13, 0.23, -0.30)
C (-1.37, 0.43, -0.10)
C (-2.46, -0.51, -0.13)
H (0.46, 0.85, 0.25)
H (0.05, -0.70, -0.20)

- Among the records above, which one has the highest energy above the lowest of the compared OMol25 structures with the same formula, charge and spin?
  C2H2NO5S

- Which value of energy above the lowest of the compared OMol25 structures with the same formula, charge and spin does entry 1 give?
  117.2 kcal/mol